Entry 1:
The following is a quantum chemistry calculation of a cluster of 2 separate species, C2H5OP in total, from OMol25.

The geometry in XYZ format:
```
9
Properties=species:S:1:pos:R:3:forces:R:3
C 3.2729 -0.3375 0.5491 1.8 -0.6 -0.1
C -0.6380 2.3409 0.0236 0.1 -0.5 3.1
O 0.7292 0.2222 0.3318 -1.3 -0.4 1.2
P 1.9079 -0.0520 -0.4841 0.9 -0.1 -1.6
H 4.2466 -0.5562 0.0794 -0.5 0.3 -0.2
H 3.3234 -0.6706 1.5665 -0.6 0.1 0.7
H 0.2021 2.4270 -0.5614 1.7 0.2 -1.1
H -0.5099 2.0171 1.0909 -0.4 0.6 -1.5
H -1.5494 2.6216 -0.3752 -1.7 0.4 -0.5
```
Positions in Å, forces in eV/Å.

Computed properties:
- E_tot (eV) = -13486.6902
- HOMO (spin up / spin down) (eV) = -9.84 / -8.02
- net charge = 0
- LUMO level (spin up / spin down) (eV) = 0.15 / -2.44
- frontier orbital gap (spin up / spin down) (eV) = 9.99 / 5.58

Löwdin atomic charge list, values in e, 8 entries:
1. C -0.204
2. C 0.071
3. O -0.518
4. P 0.731
5. H 0.005
6. H 0.006
7. H -0.067
8. H 0.017

***

Entry 2:
The following is a quantum chemistry calculation of the molecule C4H6F2O2, from OMol25.

The geometry in XYZ format:
```
14
Properties=species:S:1:pos:R:3:forces:R:3
C -0.2555 -0.1001 0.0522 -3.0 2.3 -0.1
C 2.0687 -1.0252 -0.1228 -0.1 0.3 0.1
C -2.5059 0.7890 0.0277 -0.4 -0.3 0.1
C 1.2407 0.2386 0.0490 0.5 -0.1 0.0
O -0.7007 -1.2038 0.0991 0.2 0.1 0.0
O -1.1259 1.0645 0.0021 3.2 -2.0 0.0
F 1.5139 1.1450 -0.9264 -0.1 -0.1 -0.1
F 1.5462 0.8662 1.2205 -0.2 -0.2 0.1
H 3.0618 -0.8769 0.2926 0.0 0.1 0.0
H 1.5758 -1.8484 0.3864 0.1 0.0 0.0
H 2.1492 -1.2550 -1.1831 -0.1 0.0 0.0
H -2.9938 1.7357 -0.1899 0.0 -0.1 0.0
H -2.8057 0.4291 1.0145 -0.1 0.0 -0.1
H -2.7687 0.0413 -0.7217 -0.1 0.0 0.0
```
Positions in Å, forces in eV/Å.

Computed properties:
- E_tot (eV) = -13775.1456
- HOMO (eV) = -11.13
- net charge = 0
- SMILES string = COC(=O)C(C)(F)F
- LUMO level (eV) = 0.89
- frontier orbital gap (eV) = 12.02

Löwdin atomic charge list, values in e, 8 entries:
1. C -0.309
2. C 0.035
3. C -0.085
4. C -0.498
5. O 0.153
6. O -0.062
7. F 0.101
8. F 0.099

***

Entry 3:
The following is a quantum chemistry calculation of a structure of composition C5H7NO, from OMol25.

The geometry in XYZ format:
```
14
Properties=species:S:1:pos:R:3:forces:R:3
O 0.7303 1.7697 1.0475 4.2 1.2 2.2
C 0.7183 1.0300 0.0649 -2.7 3.4 4.7
C 1.5041 -0.1577 -0.0489 1.2 -1.2 -1.4
C 0.5483 -1.3061 -0.0273 -1.0 -0.6 0.0
C -0.7820 -1.1457 -0.1502 1.4 -1.1 -0.2
C -1.3954 0.1563 -0.2635 0.1 2.9 3.9
N -0.4885 1.2590 -0.4409 -1.8 -1.9 -6.8
H 2.2445 -0.2487 0.7514 -0.3 0.3 -0.1
H 2.0470 -0.0590 -0.9896 0.3 -0.6 -0.2
H 0.9487 -2.2737 0.2530 0.0 0.0 -0.3
H -1.4600 -1.9933 -0.0981 0.2 0.1 0.1
H -1.4652 0.5394 1.0751 -1.6 -1.7 -3.0
H -2.2491 0.2607 -0.9156 -0.6 -0.2 0.5
H -0.9010 2.1691 -0.2578 0.6 -0.6 0.4
```
Positions in Å, forces in eV/Å.

Computed properties:
- E_tot (eV) = -8832.8131
- HOMO (eV) = -8.24
- net charge = 0
- LUMO level (eV) = 0.80
- frontier orbital gap (eV) = 9.04

Löwdin atomic charge list, values in e, 8 entries:
1. O 0.047
2. C -0.524
3. C -0.106
4. C -0.071
5. C -0.111
6. C -0.178
7. N -0.019
8. H 0.137

***

Entry 4:
The following is a quantum chemistry calculation of the molecule C22H30ClN3O4, from OMol25.

The geometry in XYZ format:
```
60
Properties=species:S:1:pos:R:3:forces:R:3
C -2.7056 -1.3848 2.5481 0.0 0.0 0.2
H -1.7107 -0.9632 2.7212 0.0 0.0 0.0
O -3.0112 -1.4420 1.1744 -0.3 0.2 -0.4
C -3.0275 -0.2815 0.4539 0.0 -0.1 -0.1
C -2.8571 0.9716 1.0303 0.0 0.0 0.0
C -2.9387 2.1205 0.2594 -0.1 -0.2 -0.2
C -3.1829 2.0500 -1.0987 0.0 0.0 0.2
C -3.3227 0.8040 -1.6795 0.0 -0.3 0.2
C -3.2455 -0.3671 -0.9356 0.1 0.2 0.1
O -3.4444 -1.5185 -1.6478 -0.2 0.2 0.1
C -2.8329 -2.7257 -1.2381 0.2 -0.3 -0.1
C -1.3784 -2.5632 -0.9410 0.3 -0.3 0.9
C -0.6082 -2.9674 0.1106 -0.3 0.2 -0.7
C 0.6761 -2.4394 -0.1814 -0.9 -0.1 -0.5
N 0.6441 -1.7938 -1.3222 1.0 0.1 0.2
O -0.6169 -1.8680 -1.7994 -0.6 -0.2 -0.2
C 1.8492 -2.6726 0.7101 0.5 0.0 0.1
O 1.8988 -3.7296 1.3222 -0.3 -0.1 0.0
N 2.7750 -1.7017 0.8464 0.1 -0.1 0.0
C 3.8019 -1.8995 1.8467 0.1 -0.2 0.2
H 3.7870 -1.0883 2.5752 0.0 0.0 0.0
H 4.7881 -1.9550 1.3851 0.0 0.0 0.1
H 3.5944 -2.8422 2.3512 0.1 0.1 0.0
C 2.6759 -0.4091 0.1800 -0.2 0.4 -0.1
C 1.7896 0.5495 0.9795 0.1 0.1 -0.4
H 0.8156 0.0899 1.1606 -0.1 0.0 0.0
H 2.2595 0.7516 1.9439 0.0 0.0 0.1
C 1.5916 1.8781 0.2372 -0.4 0.1 0.3
N 2.8952 2.3921 -0.1504 0.1 0.2 0.1
H 2.7871 3.2717 -0.6419 0.0 0.0 0.0
C 3.8823 1.5637 -0.8233 0.4 -0.1 -0.1
C 4.0339 0.2458 -0.0463 -0.3 0.1 -0.1
H 4.6880 -0.4252 -0.6038 0.1 0.0 0.0
H 4.4985 0.4765 0.9125 0.1 0.0 0.1
C 5.2080 2.3367 -0.7327 -0.2 -0.2 0.0
H 6.0346 1.7212 -1.0776 0.1 -0.1 -0.1
H 5.3936 2.6347 0.2956 0.0 0.0 0.1
H 5.1651 3.2336 -1.3460 0.0 0.1 -0.1
C 3.5956 1.2976 -2.3127 0.0 0.0 0.3
H 3.3496 2.2312 -2.8152 0.0 0.1 -0.1
H 2.7741 0.6044 -2.4580 -0.1 -0.1 -0.1
H 4.4793 0.8782 -2.7881 0.1 -0.1 -0.1
C 1.0047 2.9086 1.2137 0.2 -0.3 -0.1
H 0.0924 2.5298 1.6657 -0.2 0.0 0.0
H 0.7693 3.8327 0.6917 -0.1 0.2 -0.1
H 1.7244 3.1308 1.9971 0.1 0.0 0.1
C 0.5936 1.7075 -0.9230 0.2 -0.1 0.2
H 0.5748 2.6087 -1.5326 0.0 0.1 -0.1
H 0.8388 0.8655 -1.5608 0.0 -0.1 -0.1
H -0.4069 1.5457 -0.5290 -0.1 -0.1 0.0
H 2.2189 -0.6022 -0.7902 0.2 0.2 0.2
H -0.8841 -3.5456 0.9650 -0.1 -0.1 0.2
H -2.9683 -3.3951 -2.0951 0.0 0.1 0.2
H -3.3271 -3.1548 -0.3602 0.2 0.0 -0.2
H -3.4993 0.7086 -2.7383 0.0 0.0 -0.1
H -3.2481 2.9458 -1.6934 0.0 0.1 0.0
Cl -2.7353 3.6570 1.0255 0.0 0.2 0.1
H -2.6778 1.0692 2.0881 0.0 0.0 0.1
H -2.7229 -2.4175 2.8926 0.0 0.1 0.0
H -3.4522 -0.8089 3.1027 0.0 0.0 0.0
```
Positions in Å, forces in eV/Å.

Computed properties:
- E_tot (eV) = -48482.5420
- HOMO (eV) = -8.51
- net charge = 0
- SMILES string = COc1cc(Cl)ccc1OCc1cc(C(=O)N(C)C2CC(C)(C)NC(C)(C)C2)no1
- LUMO level (eV) = 0.59
- frontier orbital gap (eV) = 9.10

Löwdin atomic charge list, values in e, 8 entries:
1. C -0.068
2. H 0.098
3. O -0.107
4. C -0.187
5. C -0.049
6. C -0.690
7. C -0.112
8. C 0.013

***

Entry 5:
The following is a quantum chemistry calculation of a structure of composition C3H4LiO3Ru, from OMol25.

The geometry in XYZ format:
```
12
Properties=species:S:1:pos:R:3:forces:R:3
H -2.0016 -1.2629 -0.0433 0.4 0.2 0.1
C -1.0934 -0.6628 -0.2437 0.4 -1.6 -0.6
C 0.0229 -1.2014 0.6069 -0.1 -1.5 -0.5
O 1.2782 -0.6175 0.6589 -0.7 0.3 0.9
C 2.0437 -0.1186 -0.4476 0.3 -0.6 -1.2
O 1.9090 1.3297 -0.1431 0.5 0.7 0.1
Ru 0.2274 1.3663 1.0021 0.8 1.0 1.3
O -1.3193 0.6942 0.0393 -1.3 0.9 -0.4
H -0.8670 -0.7838 -1.3258 0.0 0.2 0.4
H 0.0901 -2.2853 0.7450 -0.3 0.4 0.2
H 2.4640 1.8552 -0.7211 0.2 0.2 -0.3
Li -2.7540 1.6871 -0.1276 -0.2 0.0 -0.1
```
Positions in Å, forces in eV/Å.

Computed properties:
- 2S+1 = 7
- E_tot (eV) = -12089.6001
- HOMO (spin up / spin down) (eV) = -9.79 / -11.84
- net charge = +1
- LUMO level (spin up / spin down) (eV) = -5.01 / -5.73
- frontier orbital gap (spin up / spin down) (eV) = 4.78 / 6.11

Löwdin atomic charge list, values in e, 8 entries:
1. H 0.128
2. C -0.319
3. C -0.141
4. O -0.283
5. C -0.088
6. O -0.288
7. Ru 1.366
8. O -0.560

***

Entry 6:
The following is a quantum chemistry calculation of a cluster of 2 separate species, C3H7NO2S2 in total, from OMol25.

The geometry in XYZ format:
```
15
Properties=species:S:1:pos:R:3:forces:R:3
C 1.8349 0.0268 -1.1246 0.2 -1.2 2.8
C 1.2808 0.4214 0.0254 -0.7 1.1 -0.6
C 1.5246 0.0910 1.4782 -0.3 0.2 -0.8
N -2.4612 -1.0250 -0.7998 -2.5 0.0 0.6
O -2.5994 0.9226 -0.1448 0.2 1.1 -0.2
O -1.4457 -1.5831 -0.4258 1.3 -0.7 1.1
S 0.2507 1.8252 -0.3067 -0.7 0.4 0.2
S -1.4031 1.2343 0.7430 -0.5 0.1 0.9
H 1.3123 0.3049 -1.9994 0.4 0.1 -1.2
H 2.6194 -0.6984 -0.9593 0.2 -0.3 -1.0
H 2.0842 0.9374 1.8838 -0.2 -0.1 0.4
H 0.5929 -0.1459 2.0707 1.0 0.4 -0.8
H 2.1570 -0.7655 1.4410 0.5 -0.8 0.5
H -2.4219 -0.6381 -1.7336 -0.7 0.3 -0.1
H -3.3255 -0.9078 -0.1480 1.8 -0.6 -1.8
```
Positions in Å, forces in eV/Å.

Computed properties:
- E_tot (eV) = -30475.0978
- HOMO (spin up / spin down) (eV) = -8.34 / -7.98
- net charge = 0
- LUMO level (spin up / spin down) (eV) = 0.59 / -0.70
- frontier orbital gap (spin up / spin down) (eV) = 8.92 / 7.28

Löwdin atomic charge list, values in e, 8 entries:
1. C -0.042
2. C -0.749
3. C -0.120
4. N -0.128
5. O -0.674
6. O -0.079
7. S 0.599
8. S 0.562

***

Entry 7:
The following is a quantum chemistry calculation of a cluster of 2 separate species, C3H6BrN2S in total, from OMol25.

The geometry in XYZ format:
```
13
Properties=species:S:1:pos:R:3:forces:R:3
C 1.1491 2.5788 -0.6334 3.3 -3.1 -0.9
C 0.1205 1.5576 -0.3134 0.3 0.2 0.1
C 2.5346 0.8957 -0.0599 -1.3 -1.0 0.0
N 2.4169 2.1337 -0.5804 -1.4 1.7 0.2
N 0.2888 -2.0654 -1.2397 2.0 0.0 0.8
S 1.0922 0.0446 0.3120 0.2 2.7 -0.5
Br 4.1601 -0.0160 0.0497 -0.7 0.6 0.0
H 0.9777 3.5459 -1.0804 -0.3 0.2 0.2
H -0.5064 2.1358 0.3889 -0.3 -1.1 0.3
H -0.4779 1.2966 -1.2251 0.4 0.1 0.8
H 0.8251 -2.4651 -1.9976 -0.4 -0.1 -0.2
H -0.6669 -2.1007 -1.3709 -2.4 -0.1 -1.1
H 0.4053 -2.6732 -0.4452 0.4 -0.3 0.3
```
Positions in Å, forces in eV/Å.

Computed properties:
- E_tot (eV) = -87057.5126
- HOMO (eV) = -13.66
- net charge = +1
- LUMO level (eV) = -6.15
- frontier orbital gap (eV) = 7.52

Löwdin atomic charge list, values in e, 8 entries:
1. C -0.062
2. C -0.296
3. C -1.047
4. N 0.015
5. N -0.015
6. S 1.061
7. Br 0.878
8. H 0.143

***

Entry 8:
The following is a quantum chemistry calculation of a cluster of 11 separate species, C22H44Br22 in total, from OMol25.

The geometry in XYZ format:
```
88
Properties=species:S:1:pos:R:3:forces:R:3
Br 0.4068 4.2208 3.1349 -0.5 -1.2 0.6
C -0.3855 2.7397 4.3384 1.4 1.5 0.0
C 0.4083 2.8069 5.6614 -0.4 0.1 -0.4
Br 0.2727 4.5987 6.6183 -0.3 -1.5 -0.4
H -0.2648 1.7846 3.8272 0.5 0.0 -0.1
H -1.4563 2.9388 4.3814 0.2 0.3 0.4
H 1.4892 2.6722 5.6220 -0.2 0.3 -0.8
H 0.1017 1.9263 6.2257 -0.6 0.5 0.8
Br 2.5689 -3.1081 -0.7866 0.3 -1.7 0.2
C 3.2902 -4.9859 -0.6267 0.8 -0.2 -0.5
C 2.4301 -6.0874 -1.2652 -0.2 1.1 0.4
Br 3.2196 -7.8583 -1.0468 0.1 0.2 0.1
H 3.5701 -5.1799 0.4087 -0.6 0.2 0.1
H 4.2381 -4.9963 -1.1648 0.0 0.4 -0.1
H 2.3990 -5.9267 -2.3429 -0.4 0.0 0.2
H 1.4509 -6.1194 -0.7875 0.0 -0.1 -0.4
Br -3.4802 -1.4135 0.8908 0.1 0.1 0.8
C -2.5622 -1.5655 2.6355 0.8 -0.4 0.1
C -2.9433 -0.5086 3.6443 -0.2 -0.2 -1.2
Br -1.7016 -0.6413 5.1989 -0.9 0.1 -0.7
H -1.5118 -1.4121 2.3879 -0.2 -0.2 -0.1
H -2.7056 -2.5824 3.0007 -0.2 0.1 -0.1
H -3.9978 -0.6340 3.8901 0.3 0.3 0.7
H -2.7890 0.4228 3.0995 0.1 0.3 0.8
Br -7.8691 3.5576 -1.2909 0.4 0.5 0.0
C -5.9596 3.1117 -1.1349 -0.3 -1.3 0.4
C -5.7193 2.0392 -2.1829 0.1 0.5 -0.1
Br -3.9763 1.2710 -1.8921 0.4 -0.2 -0.3
H -5.8476 2.7130 -0.1266 -0.2 0.0 -0.3
H -5.2380 3.9257 -1.2037 -0.6 0.3 -0.4
H -5.7250 2.5103 -3.1659 0.1 -0.3 0.0
H -6.4122 1.1978 -2.1789 -0.1 0.4 0.2
Br -1.0842 -0.7371 -3.0389 -0.9 -0.1 -1.9
C -0.3249 -0.8547 -1.1509 1.6 2.2 2.1
C -0.4836 0.4850 -0.4476 -1.6 -1.8 -3.7
Br 0.1638 0.4216 1.4092 1.2 0.1 3.8
H 0.7406 -1.0119 -1.3192 0.0 -0.1 -0.2
H -0.7042 -1.7622 -0.6811 -0.5 0.5 0.0
H -1.5364 0.7632 -0.3998 0.0 -0.1 0.3
H 0.0513 1.3294 -0.8824 0.1 -0.5 -0.2
Br 4.0741 0.0986 0.3857 -0.2 0.6 1.4
C 3.6582 0.8752 2.2057 0.6 -1.2 1.0
C 3.4959 -0.3160 3.2062 -0.5 0.9 -1.3
Br 2.9649 0.2796 5.0040 0.1 0.0 -0.4
H 2.7408 1.4607 2.1458 0.2 -0.1 -0.2
H 4.5323 1.4189 2.5643 -0.1 0.4 -0.6
H 4.4346 -0.8539 3.3391 -0.3 -0.1 -0.1
H 2.6556 -0.8857 2.8092 0.3 -0.4 0.4
Br -2.1353 -0.4202 -7.5344 0.3 -0.8 0.5
C -1.3925 -2.1119 -6.7386 -1.1 -0.1 -0.5
C -2.4655 -3.1961 -6.5414 0.0 0.5 0.0
Br -3.6296 -2.6944 -5.0438 0.1 -0.4 -0.3
H -0.9799 -1.8564 -5.7626 0.2 0.2 -0.2
H -0.6636 -2.4205 -7.4880 0.1 0.0 0.3
H -1.9921 -4.1546 -6.3285 0.1 0.2 0.4
H -3.1319 -3.4035 -7.3786 0.2 0.5 -0.1
Br 4.9545 1.0732 -3.0462 -0.4 -0.3 -0.4
C 3.8668 -0.5576 -3.2277 -0.5 -0.7 -0.1
C 2.6924 -0.4953 -4.2052 0.3 0.4 -0.4
Br 1.8186 -2.2755 -4.4575 0.8 0.8 0.1
H 3.4348 -0.8127 -2.2600 0.5 0.2 0.1
H 4.6186 -1.2874 -3.5280 -0.3 -0.1 0.1
H 3.0152 -0.1763 -5.1962 -0.1 -0.2 0.1
H 1.9130 0.1810 -3.8542 -0.1 -0.2 0.0
Br 2.0779 2.7466 -1.7145 0.6 0.6 -0.2
C 3.6652 3.8778 -1.5400 0.8 0.4 1.5
C 3.3469 4.9839 -0.4575 0.3 -0.6 -1.5
Br 4.9420 6.0595 0.0089 -0.4 -0.4 -0.2
H 4.0847 4.2377 -2.4795 -1.0 0.5 -0.2
H 4.5115 3.2620 -1.2356 -0.4 -0.4 0.6
H 2.9632 4.5626 0.4717 0.1 0.0 -0.2
H 2.6445 5.6800 -0.9159 0.0 0.0 0.4
Br -0.8375 5.0247 -0.5971 -0.9 -0.4 0.3
C -2.5764 4.2455 0.0059 -0.7 0.6 -0.3
C -2.3823 3.4874 1.2990 0.0 0.5 -1.8
Br -4.0491 2.5363 1.6941 0.5 0.3 0.5
H -2.9771 3.5989 -0.7748 0.5 0.1 -0.1
H -3.2739 5.0700 0.1539 0.2 0.2 -0.2
H -2.1608 4.2641 2.0310 0.3 -1.0 0.5
H -1.6502 2.7576 0.9534 0.3 -0.3 1.5
Br 2.3534 -3.8333 3.4475 -1.0 0.2 0.0
C 0.4144 -3.8317 3.8873 -0.2 -0.1 0.8
C -0.3928 -4.7871 2.9828 1.6 1.1 0.6
Br -0.6502 -3.8682 1.2902 0.0 -0.6 -0.2
H -0.0103 -2.8308 3.9630 0.4 0.2 -0.8
H 0.4140 -4.1088 4.9415 0.0 -0.7 -0.1
H -1.3498 -5.0350 3.4419 0.1 -0.1 -0.2
H 0.2897 -5.6203 2.8157 -0.7 -0.3 -0.2
```
Positions in Å, forces in eV/Å.

Computed properties:
- 2S+1 = 2
- E_tot (eV) = -1564462.8654
- HOMO (spin up / spin down) (eV) = -0.72 / -6.36
- net charge = -1
- LUMO level (spin up / spin down) (eV) = 1.81 / 1.80
- frontier orbital gap (spin up / spin down) (eV) = 2.54 / 8.16

Löwdin atomic charge list, values in e, 8 entries:
1. Br 0.515
2. C -0.568
3. C -0.660
4. Br 0.494
5. H -0.042
6. H 0.054
7. H -0.017
8. H 0.039